A cluster of 16 separate species, C58H97Cl6F32NO14 in total at a distorted geometry. Source: OMol25; level of theory: wB97M-V/def2-TZVPD.

Output
charge: 0
total energy: -9332.73752 a.u.
LUMO energy: -0.2 eV
HOMO-LUMO gap: 4.9722 eV

Bonds (Å) are listed after each position.
Atoms and positions in Å:
1 C 19.229 -4.146 1.198  O2 1.437, H12 1.090, H13 1.090, H14 1.090
2 O 20.268 -5.084 0.876  C1 1.437, C3 1.383
3 C 19.781 -6.351 0.611  O2 1.383, C4 1.590, H15 1.090, H16 1.090
4 C 20.866 -7.247 -0.129  C3 1.590, N5 1.570, H17 1.090, H18 1.090
5 N 22.155 -7.333 0.764  C4 1.570, H6 1.010, H7 1.010, C8 1.509
6 H 21.929 -7.498 1.735  N5 1.010
7 H 22.603 -8.204 0.518  N5 1.010
8 C 23.094 -6.175 0.528  N5 1.509, C9 1.543, H19 1.090, H20 1.090
9 C 24.372 -6.447 1.348  C8 1.543, O10 1.423, H21 1.090, H22 1.090
10 O 24.994 -7.646 0.900  C9 1.423, C11 1.420
11 C 26.026 -8.022 1.799  O10 1.420, H23 1.090, H24 1.090, H25 1.090
12 H 19.724 -3.236 1.538  C1 1.090
13 H 18.640 -4.540 2.026  C1 1.090
14 H 18.551 -3.937 0.371  C1 1.090
15 H 18.921 -6.291 -0.057  C3 1.090
16 H 19.424 -6.834 1.520  C3 1.090
17 H 21.251 -6.891 -1.084  C4 1.090
18 H 20.515 -8.278 -0.122  C4 1.090
19 H 22.583 -5.233 0.728  C8 1.090
20 H 23.259 -6.141 -0.548  C8 1.090
21 H 24.172 -6.492 2.419  C9 1.090
22 H 25.024 -5.587 1.192  C9 1.090
23 H 25.722 -8.357 2.791  C11 1.090
24 H 26.736 -7.214 1.970  C11 1.090
25 H 26.557 -8.863 1.354  C11 1.090
26 C 22.411 -9.361 5.654  O27 1.383, H28 1.090, H29 1.090, H30 1.090
27 O 21.597 -9.001 4.595  C26 1.383
28 H 21.959 -9.987 6.424  C26 1.090
29 H 23.389 -9.778 5.414  C26 1.090
30 H 22.729 -8.553 6.313  C26 1.090
31 C 12.356 -4.300 4.968  C32 1.489, O38 1.441, H45 1.090, H46 1.090
32 C 13.263 -3.506 4.094  C31 1.489, C33 1.530, F36 1.342, F37 1.389
33 C 12.807 -2.045 4.087  C32 1.530, F34 1.345, F35 1.311, H47 1.090
34 F 12.715 -1.516 5.320  C33 1.345
35 F 13.665 -1.252 3.493  C33 1.311
36 F 14.498 -3.609 4.609  C32 1.342
37 F 13.261 -4.096 2.836  C32 1.389
38 O 10.978 -4.190 4.560  C31 1.441, C39 1.383
39 C 10.434 -5.322 3.978  O38 1.383, C40 1.513, F43 1.324, F44 1.311
40 C 8.984 -5.019 3.673  C39 1.513, F41 1.333, F42 1.333, H48 1.090
41 F 8.421 -6.017 2.991  C40 1.333
42 F 8.285 -4.812 4.789  C40 1.333
43 F 11.143 -5.625 2.902  C39 1.324
44 F 10.462 -6.360 4.779  C39 1.311
45 H 12.400 -3.909 5.985  C31 1.090
46 H 12.672 -5.343 4.992  C31 1.090
47 H 11.856 -1.963 3.562  C33 1.090
48 H 8.970 -4.094 3.098  C40 1.090
49 C 33.440 -5.354 2.834  C50 1.546, O56 1.414, H63 1.090, H64 1.090
50 C 34.886 -5.458 3.373  C49 1.546, C51 1.539, F54 1.354, F55 1.361
51 C 35.282 -6.919 3.654  C50 1.539, F52 1.328, F53 1.346, H65 1.090
52 F 36.526 -7.150 4.055  C51 1.328
53 F 34.371 -7.493 4.462  C51 1.346
54 F 35.749 -4.929 2.472  C50 1.354
55 F 35.105 -4.681 4.468  C50 1.361
56 O 33.169 -6.192 1.728  C49 1.414, C57 1.418
57 C 32.184 -5.774 0.798  O56 1.418, C58 1.525, F61 1.324, F62 1.336
58 C 32.039 -6.894 -0.228  C57 1.525, F59 1.330, F60 1.327, H66 1.090
59 F 31.540 -7.989 0.339  C58 1.330
60 F 31.268 -6.549 -1.251  C58 1.327
61 F 31.080 -5.417 1.435  C57 1.324
62 F 32.685 -4.714 0.157  C57 1.336
63 H 33.153 -4.320 2.647  C49 1.090
64 H 32.693 -5.685 3.556  C49 1.090
65 H 35.197 -7.518 2.748  C51 1.090
66 H 33.028 -7.177 -0.588  C58 1.090
67 C 30.795 -17.692 2.829  C68 1.551, O74 1.415, H81 1.090, H82 1.090
68 C 31.456 -17.812 4.226  C67 1.551, C69 1.567, F72 1.313, F73 1.358
69 C 30.358 -17.558 5.315  C68 1.567, F70 1.338, F71 1.314, H83 1.090
70 F 29.223 -18.235 5.103  C69 1.338
71 F 30.757 -17.878 6.525  C69 1.314
72 F 32.000 -19.004 4.313  C68 1.313
73 F 32.465 -16.905 4.284  C68 1.358
74 O 30.057 -16.497 2.653  C67 1.415, C75 1.422
75 C 30.059 -15.985 1.327  O74 1.422, C76 1.496, F79 1.346, F80 1.337
76 C 29.193 -14.765 1.351  C75 1.496, F77 1.331, F78 1.299, H84 1.090
77 F 29.769 -13.902 2.185  C76 1.331
78 F 29.036 -14.253 0.168  C76 1.299
79 F 31.290 -15.814 0.810  C75 1.346
80 F 29.515 -16.906 0.525  C75 1.337
81 H 30.159 -18.536 2.562  C67 1.090
82 H 31.636 -17.692 2.135  C67 1.090
83 H 30.050 -16.512 5.319  C69 1.090
84 H 28.180 -14.994 1.682  C76 1.090
85 C 9.944 -1.833 -2.682  C86 1.520, O92 1.429, H99 1.090, H100 1.090
86 C 10.591 -2.960 -1.893  C85 1.520, C87 1.528, F90 1.339, F91 1.337
87 C 12.065 -3.124 -2.263  C86 1.528, F88 1.320, F89 1.343, H101 1.090
88 F 12.255 -3.413 -3.537  C87 1.320
89 F 12.885 -2.107 -1.953  C87 1.343
90 F 10.454 -2.652 -0.597  C86 1.339
91 F 9.881 -4.090 -1.976  C86 1.337
92 O 9.726 -2.161 -4.056  C85 1.429, C93 1.440
93 C 9.253 -1.130 -4.942  O92 1.440, C94 1.514, F97 1.365, F98 1.331
94 C 8.816 -1.626 -6.304  C93 1.514, F95 1.339, F96 1.351, H102 1.090
95 F 8.574 -0.658 -7.196  C94 1.339
96 F 9.563 -2.602 -6.866  C94 1.351
97 F 8.265 -0.413 -4.333  C93 1.365
98 F 10.347 -0.407 -5.171  C93 1.331
99 H 10.475 -0.887 -2.582  C85 1.090
100 H 8.927 -1.754 -2.298  C85 1.090
101 H 12.433 -3.936 -1.636  C87 1.090
102 H 7.863 -2.129 -6.143  C94 1.090
103 C 23.682 -12.976 -2.368  C104 1.571, C107 1.499, H108 1.090, H109 1.090
104 C 23.717 -13.450 -0.870  C103 1.571, C105 1.521, H110 1.090, H111 1.090
105 C 23.699 -12.191 -0.018  C104 1.521, O106 1.424, H112 1.090, H113 1.090
106 O 23.306 -11.172 -0.931  C105 1.424, C107 1.441
107 C 23.795 -11.486 -2.251  C103 1.499, O106 1.441, H114 1.090, H115 1.090
108 H 22.784 -13.355 -2.854  C103 1.090
109 H 24.481 -13.386 -2.986  C103 1.090
110 H 24.524 -14.175 -0.763  C104 1.090
111 H 22.796 -13.994 -0.662  C104 1.090
112 H 24.652 -11.935 0.445  C105 1.090
113 H 22.998 -12.219 0.815  C105 1.090
114 H 24.813 -11.105 -2.326  C107 1.090
115 H 23.114 -11.042 -2.977  C107 1.090
116 C 27.929 -4.080 5.492  C117 1.474, C120 1.505, H121 1.090, H122 1.090
117 C 28.532 -5.236 6.179  C116 1.474, C118 1.543, H123 1.090, H124 1.090
118 C 29.600 -4.592 7.088  C117 1.543, O119 1.446, H125 1.090, H126 1.090
119 O 30.154 -3.653 6.138  C118 1.446, C120 1.432
120 C 29.022 -3.046 5.505  C116 1.505, O119 1.432, H127 1.090, H128 1.090
121 H 27.107 -3.753 6.129  C116 1.090
122 H 27.662 -4.305 4.459  C116 1.090
123 H 29.056 -5.836 5.436  C117 1.090
124 H 27.865 -5.934 6.686  C117 1.090
125 H 30.397 -5.289 7.345  C118 1.090
126 H 29.272 -4.095 8.001  C118 1.090
127 H 29.308 -2.679 4.519  C120 1.090
128 H 28.738 -2.153 6.063  C120 1.090
129 C 18.237 -7.238 -6.555  C130 1.521, C133 1.473, H134 1.090, H135 1.090
130 C 18.249 -8.716 -6.909  C129 1.521, C131 1.535, H136 1.090, H137 1.090
131 C 18.996 -9.410 -5.762  C130 1.535, O132 1.435, H138 1.090, H139 1.090
132 O 19.087 -8.342 -4.808  C131 1.435, C133 1.440
133 C 18.095 -7.337 -5.093  C129 1.473, O132 1.440, H140 1.090, H141 1.090
134 H 17.383 -6.689 -6.951  C129 1.090
135 H 19.156 -6.719 -6.827  C129 1.090
136 H 18.740 -8.920 -7.860  C130 1.090
137 H 17.242 -9.133 -6.953  C130 1.090
138 H 20.000 -9.735 -6.038  C131 1.090
139 H 18.493 -10.313 -5.419  C131 1.090
140 H 18.288 -6.387 -4.596  C133 1.090
141 H 17.092 -7.582 -4.741  C133 1.090
142 C 17.127 2.902 -1.633  C143 1.555, C146 1.521, H147 1.090, H148 1.090
143 C 16.302 2.605 -2.918  C142 1.555, C144 1.593, H149 1.090, H150 1.090
144 C 14.844 2.323 -2.342  C143 1.593, O145 1.433, H151 1.090, H152 1.090
145 O 15.120 2.079 -0.957  C144 1.433, C146 1.401
146 C 16.472 2.000 -0.599  C142 1.521, O145 1.401, H153 1.090, H154 1.090
147 H 17.142 3.930 -1.272  C142 1.090
148 H 18.188 2.658 -1.690  C142 1.090
149 H 16.592 1.688 -3.431  C143 1.090
150 H 16.414 3.414 -3.639  C143 1.090
151 H 14.310 1.495 -2.808  C144 1.090
152 H 14.218 3.211 -2.431  C144 1.090
153 H 16.788 0.956 -0.597  C146 1.090
154 H 16.476 2.387 0.420  C146 1.090
155 C 21.664 -0.311 -1.821  C156 1.525, C159 1.563, H160 1.090, H161 1.090
156 C 20.700 -1.057 -2.738  C155 1.525, C157 1.532, H162 1.090, H163 1.090
157 C 21.611 -2.208 -3.178  C156 1.532, O158 1.392, H164 1.090, H165 1.090
158 O 22.288 -2.609 -2.031  C157 1.392, C159 1.451
159 C 22.364 -1.503 -1.094  C155 1.563, O158 1.451, H166 1.090, H167 1.090
160 H 21.248 0.395 -1.102  C155 1.090
161 H 22.378 0.222 -2.449  C155 1.090
162 H 20.286 -0.516 -3.588  C156 1.090
163 H 19.935 -1.533 -2.123  C156 1.090
164 H 22.312 -1.781 -3.895  C157 1.090
165 H 21.068 -2.987 -3.713  C157 1.090
166 H 23.421 -1.299 -0.920  C159 1.090
167 H 21.908 -1.835 -0.161  C159 1.090
168 C 30.675 -10.925 6.258  C169 1.538, C172 1.521, H173 1.090, H174 1.090
169 C 30.033 -10.432 7.566  C168 1.538, C170 1.522, H175 1.090, H176 1.090
170 C 30.219 -11.662 8.445  C169 1.522, O171 1.458, H177 1.090, H178 1.090
171 O 30.040 -12.768 7.512  C170 1.458, C172 1.407
172 C 30.151 -12.351 6.173  C168 1.521, O171 1.407, H179 1.090, H180 1.090
173 H 31.758 -10.856 6.360  C168 1.090
174 H 30.310 -10.392 5.380  C168 1.090
175 H 29.007 -10.075 7.482  C169 1.090
176 H 30.616 -9.637 8.031  C169 1.090
177 H 29.484 -11.750 9.244  C170 1.090
178 H 31.197 -11.661 8.927  C170 1.090
179 H 29.182 -12.278 5.680  C172 1.090
180 H 30.935 -12.906 5.659  C172 1.090
181 C 25.508 -5.240 -5.327  C182 1.492, C185 1.508, H186 1.090, H187 1.090
182 C 24.579 -5.704 -6.398  C181 1.492, C183 1.493, H188 1.090, H189 1.090
183 C 23.629 -6.600 -5.673  C182 1.493, O184 1.401, H190 1.090, H191 1.090
184 O 24.526 -7.305 -4.859  C183 1.401, C185 1.459
185 C 25.652 -6.466 -4.461  C181 1.508, O184 1.459, H192 1.090, H193 1.090
186 H 25.026 -4.461 -4.736  C181 1.090
187 H 26.475 -4.855 -5.650  C181 1.090
188 H 25.015 -6.174 -7.280  C182 1.090
189 H 24.042 -4.845 -6.801  C182 1.090
190 H 23.087 -7.291 -6.319  C183 1.090
191 H 22.872 -6.107 -5.063  C183 1.090
192 H 26.566 -7.021 -4.670  C185 1.090
193 H 25.656 -6.191 -3.406  C185 1.090
194 C 16.968 -8.087 5.940  Cl195 1.777, Cl196 1.772, H197 1.090, H198 1.090
195 Cl 16.072 -7.680 7.420  C194 1.777
196 Cl 15.951 -8.019 4.489  C194 1.772
197 H 17.890 -7.519 5.818  C194 1.090
198 H 17.256 -9.129 6.080  C194 1.090
199 C 21.107 -4.289 5.102  Cl200 1.780, Cl201 1.758, H202 1.090, H203 1.090
200 Cl 22.271 -3.055 4.560  C199 1.780
201 Cl 19.677 -3.559 5.817  C199 1.758
202 H 20.730 -4.869 4.260  C199 1.090
203 H 21.617 -4.949 5.804  C199 1.090
204 C 20.019 1.355 5.817  Cl205 1.781, Cl206 1.778, H207 1.090, H208 1.090
205 Cl 21.044 2.723 6.313  C204 1.781
206 Cl 20.229 1.207 4.057  C204 1.778
207 H 20.290 0.439 6.342  C204 1.090
208 H 18.983 1.569 6.078  C204 1.090

Mulliken population analysis, charges in e, atoms 1 to 8:
1 C -0.9780
2 O -0.0528
3 C -0.7526
4 C -0.6174
5 N -0.0959
6 H 0.3026
7 H 0.2723
8 C -0.6009